Computed, not measured: a 2-piece molecular cluster, C5H10O2 overall, with ωB97M-V with the def2-TZVPD basis set.

Element x y z (Å)
O -0.68256 0.67431 -1.83342
O 1.39786 2.04485 -0.75117
C 1.59095 -0.24161 0.01204
C 2.06781 1.10420 -0.35769
C 0.40685 -0.83364 -0.20879
C -0.82943 -0.40703 -0.96195
C -1.98923 -0.21332 0.02667
H 2.33018 -0.81081 0.57459
H 0.38866 -0.16652 3.13368
H -1.78385 0.61850 0.70873
H -2.89990 0.01715 -0.53405
H -0.15614 1.36749 -1.39594
H 0.29649 -1.82251 0.24257
H -0.03513 -0.19662 2.52550
H 3.15430 1.24653 -0.20100
H -1.09214 -1.26313 -1.60015
H -2.16472 -1.11781 0.62038

Values from the calculation:
E_HOMO in Ha: -0.3676
Orbital gap in Ha: 0.360
Relative energy (zero: lowest compared OMol25 entry of this formula, charge and spin) in eV: 2.8709
E_LUMO in eV: -0.20
Calculated total energy in eV: -9440.17215

Computed, not measured: a 12-piece molecular cluster, C13H46F3O14S overall at a distorted geometry, with ωB97M-V with the def2-TZVPD basis set.

Element x y z (Å)
S -1.20112 1.12231 0.75024
F 1.02489 -0.23544 0.13628
F -0.68617 -1.36979 -0.30751
F -0.18610 0.32174 -1.67376
O 3.74740 -1.95990 -4.07002
O -0.37634 2.30895 0.82060
O -3.66611 3.74633 -0.71543
O 2.18043 1.36666 -3.55865
O -4.26529 -5.01229 1.88031
O -1.37470 0.43881 2.01849
O -2.49162 1.43112 0.06271
O -4.19806 -0.23902 -1.00895
O -1.42740 5.19517 1.16410
O -3.37528 1.18183 3.52634
O 0.61763 2.51800 3.65576
O 3.78706 -1.36488 0.47387
O -0.38180 -2.16000 3.35595
O 0.95240 3.34670 -1.42853
C 3.80762 -3.77289 -2.51717
C 0.85426 5.15308 -3.03887
C 1.84541 -2.13717 -2.77341
C 1.76762 1.94335 3.08675
C 0.05606 4.11867 -2.26911
C -2.02618 -5.79860 1.84906
C -2.90331 -4.02225 0.16927
C 1.76968 0.36399 3.22883
C -3.23309 -5.29218 1.03521
C -0.78527 3.15409 -3.16944
C -0.19258 -0.14650 -0.34458
C 2.91024 2.52606 3.82259
C 2.92513 -2.95974 -3.47277
H -2.49464 -3.24236 0.81182
H 0.46875 -2.41755 3.00035
H -0.52312 4.95532 1.36651
H -3.58478 -6.08510 0.37513
H 3.40666 -4.77697 -2.37882
H -0.59038 4.60978 -1.54176
H 3.90407 2.28773 3.44362
H 1.78923 4.74962 -3.42765
H -0.55991 -1.30758 2.95859
H -1.92537 4.38883 1.29851
H 1.75220 2.25856 2.04344
H 4.08812 -3.27891 -1.58690
H 2.89903 -1.20310 0.79240
H 2.04352 -1.45074 -1.95020
H 2.81238 2.34110 4.89231
H -2.39606 -6.62469 2.45639
H -3.50370 0.36780 -0.75230
H -0.14109 2.54520 -3.80379
H 0.42679 3.05481 -0.68011
H -4.52591 -0.59222 -0.18191
H 3.87282 -2.31822 0.47594
H 4.71678 -4.09479 -3.02504
H 1.15335 -2.85981 -2.34104
H 1.96674 0.06358 4.25791
H -2.17911 -4.22950 -0.61856
H 4.14833 -1.42021 -3.38476
H -1.67100 -5.09838 2.60513
H 2.96443 3.60459 3.67449
H 0.22385 5.57243 -3.82298
H -0.09461 1.95150 3.35018
H 2.58168 -0.05192 2.63233
H -1.13349 -5.92318 1.23613
H -3.98305 -4.23961 2.37521
H 2.22519 2.28983 -3.80765
H -3.24383 2.94082 -0.41699
H 0.80269 -0.02735 2.91278
H -3.79460 0.32238 3.48465
H -1.52087 3.54233 -3.87390
H 1.26557 -1.56956 -3.50122
H 1.54468 1.34155 -2.84352
H -2.62433 1.11132 2.93699
H 1.16553 5.91829 -2.32778
H -4.59186 3.51652 -0.79552
H 2.51299 -3.56288 -4.28175
H -1.30435 2.46702 -2.50117
H -3.82475 -3.59249 -0.22363

Values from the calculation:
E_HOMO in Ha: -0.2801
Orbital gap in Ha: 0.358
Relative energy (zero: lowest compared OMol25 entry of this formula, charge and spin) in eV: 0.5889
E_LUMO in eV: 2.11
Total charge: -1
Calculated total energy in eV: -61882.37463

Computed, not measured: C25H28BrNNiO as an isolated structure at a distorted geometry, with ωB97M-V with the def2-TZVPD basis set.

Element x y z (Å)
Br -0.38164 1.59298 -1.84559
Ni -0.08290 0.09623 0.00853
O 1.25321 -0.79207 -1.19358
N 0.23134 -1.26241 1.60638
C -3.09234 1.64145 3.45920
C 1.54505 -0.40729 -2.40276
C 3.34964 0.34500 -7.21904
C 0.90595 0.72049 -2.97715
C -0.51775 -1.01905 2.69624
C 2.29921 1.15811 -6.46169
C 0.48188 -2.90603 3.79522
C 2.04600 0.60875 -5.05987
C -3.07297 2.34761 2.26644
C 1.11926 1.22907 -4.23290
C 2.80212 2.60779 -6.35949
C 3.13131 -2.87068 -1.52599
C 1.08251 -2.28329 1.58447
C -2.22744 1.95068 1.23659
C 3.03009 -3.38671 -3.93645
C 0.99180 1.11758 -7.27045
C 4.83162 -1.90376 -3.02966
C -0.40303 -1.84185 3.81332
C 2.49641 -1.03408 -3.26803
C 1.24397 -3.13735 2.65974
C 2.69747 -0.50156 -4.53849
C -1.38722 0.84901 1.36925
C -1.42051 0.14485 2.58636
C 3.34390 -2.27570 -2.92120
C -2.26746 0.54126 3.61991
H 5.45129 -2.77412 -2.79992
H 3.42221 -0.99285 -5.17503
H 2.05843 3.25631 -5.89596
H 1.64900 -2.41276 0.67118
H 1.94602 -3.95693 2.60503
H 0.60963 0.09619 -7.31545
H 3.63015 -4.27318 -3.71649
H 0.57573 -3.54937 4.66038
H 3.78735 -3.73851 -1.41041
H 3.03371 -0.69195 -7.34980
H 5.09145 -1.55761 -4.03049
H 3.71012 2.64858 -5.75519
H -2.29054 -0.00346 4.55614
H 3.49064 0.77952 -8.21001
H -2.23324 2.52229 0.31394
H 0.22384 1.74606 -6.81908
H 3.37646 -2.14641 -0.75215
H 3.02855 3.00386 -7.35256
H 4.31326 0.36132 -6.70587
H 3.24754 -3.07553 -4.95864
H 0.56362 2.10052 -4.55404
H 1.97527 -3.66225 -3.88131
H -3.71637 3.20966 2.13473
H 2.10152 -3.19551 -1.39373
H 5.07557 -1.11031 -2.32075
H -3.74863 1.94595 4.26434
H 1.16367 1.46869 -8.29098
H -1.00154 -1.65226 4.69204

Values from the calculation:
E_HOMO (spin up / spin down) in Ha: -0.2798 / -0.2807
Orbital gap (spin up / spin down) in Ha: 0.284 / 0.270
Relative energy (zero: lowest compared OMol25 entry of this formula, charge and spin) in eV: 0.0324
E_LUMO (spin up / spin down) in eV: 0.11 / -0.28
Calculated total energy in eV: -141002.96809
<S²>: 2.01
Spin multiplicity: 3

What did the first record say?
Computed, not measured: a 2-piece molecular cluster, C5H10O2 overall, with ωB97M-V with the def2-TZVPD basis set.

Element x y z (Å)
O -0.68256 0.67431 -1.83342
O 1.39786 2.04485 -0.75117
C 1.59095 -0.24161 0.01204
C 2.06781 1.10420 -0.35769
C 0.40685 -0.83364 -0.20879
C -0.82943 -0.40703 -0.96195
C -1.98923 -0.21332 0.02667
H 2.33018 -0.81081 0.57459
H 0.38866 -0.16652 3.13368
H -1.78385 0.61850 0.70873
H -2.89990 0.01715 -0.53405
H -0.15614 1.36749 -1.39594
H 0.29649 -1.82251 0.24257
H -0.03513 -0.19662 2.52550
H 3.15430 1.24653 -0.20100
H -1.09214 -1.26313 -1.60015
H -2.16472 -1.11781 0.62038

Values from the calculation:
E_HOMO in Ha: -0.3676
Orbital gap in Ha: 0.360
Relative energy (zero: lowest compared OMol25 entry of this formula, charge and spin) in eV: 2.8709
E_LUMO in eV: -0.20
Calculated total energy in eV: -9440.17215